No. 1
Density functional theory data (the ωB97M-V functional and the def2-TZVPD basis) for one molecule with the formula C2HNO2 at a distorted geometry.

Computed properties:
- Strongest force on any atom: 10.19 eV Å⁻¹
- Electronic energy: -7669.115 eV
- HOMO level (spin up / spin down): -8.92 / -8.92 eV
- ΔE to the lowest compared entry with this formula, charge and spin: 578.50 kJ/mol
- Gap between HOMO and LUMO (spin up / spin down): 0.2642 / 0.2644 hartree
- Charge: 0

CARTESIAN COORDINATES (ANGSTROEM)
1 C -1.3492 0.2150 -0.4711
2 C 0.9517 -0.4272 0.2722
3 N -0.2852 -0.1338 -0.1649
4 O 1.4240 1.1652 0.7040
5 O 1.5463 -1.4323 0.4049
6 H -2.2876 0.6132 -0.7451

For each atom in turn, the natural (NBO) charge in e is: atom 1 (C): 0.39, atom 2 (C): 0.78, atom 3 (N): -0.22, atom 4 (O): -0.74, atom 5 (O): -0.48, atom 6 (H): 0.27



No. 2
Density functional theory data (the ωB97M-V functional and the def2-TZVPD basis) for one molecule with the formula C2HNO2S at a distorted geometry.

Computed properties:
- Strongest force on any atom: 5.72 eV Å⁻¹
- Electronic energy: -18507.257 eV
- HOMO level: -9.01 eV
- ΔE to the lowest compared entry with this formula, charge and spin: 343.62 kJ/mol
- Gap between HOMO and LUMO: 0.2852 hartree
- Charge: 0

CARTESIAN COORDINATES (ANGSTROEM)
1 C 2.0571 0.3817 2.5010
2 C 1.7900 0.4260 1.0333
3 N 2.5770 0.3555 3.5169
4 O 2.0797 0.8661 -0.0233
5 O 0.5203 -0.6353 0.8986
6 S 0.1588 -1.2112 -0.5590
7 H 0.6548 -0.1154 -1.1234

For each atom in turn, the natural (NBO) charge in e is: atom 1 (C): 0.16, atom 2 (C): 0.75, atom 3 (N): -0.17, atom 4 (O): -0.43, atom 5 (O): -0.75, atom 6 (S): 0.35, atom 7 (H): 0.10